Entry 1:
104
Properties=species:S:1:pos:R:3:forces:R:3 method="wB97M-V/def2-TZVPD" total_energy_ev=-172528.8099 total_charge=+2 orbital_gap_ev=3.0 e_above_lowest_ev=1.006 largest_force_ev_per_a=0.2
Sn 0.73970 0.33829 0.25682 -0.031 0.042 -0.088
C 5.50389 -1.94828 -1.20171 0.008 0.022 0.012
N 4.21916 -1.62027 -0.59800 0.021 -0.043 -0.009
C 3.93730 -2.28182 0.66441 0.026 0.015 -0.016
C 3.31065 -0.81294 -1.18808 0.005 0.052 0.020
N 1.99514 -0.98862 -1.01992 -0.025 -0.155 -0.036
C 1.50975 -2.37576 -0.99314 -0.086 0.053 -0.026
C 0.17077 -2.38792 -1.70988 0.013 -0.003 0.032
N -0.79451 -1.63422 -0.89386 0.029 0.046 -0.005
C -1.76386 -0.88566 -1.69077 -0.066 -0.038 -0.055
C -1.18141 0.34957 -2.35239 0.027 0.069 0.008
N -0.70030 1.28882 -1.34538 0.074 0.006 0.100
C -0.95356 2.57122 -1.51038 0.086 -0.045 -0.055
N -0.98081 3.43209 -0.46142 0.027 0.062 0.076
C -0.63308 4.84435 -0.59909 -0.010 -0.030 0.010
C -0.98172 2.98475 0.91351 -0.053 0.037 0.114
N -1.24235 3.11221 -2.73298 -0.063 -0.062 -0.032
C -2.28605 4.10128 -2.93410 0.026 0.012 0.000
C -0.48096 2.75812 -3.91849 -0.039 -0.041 0.011
C -1.49100 -2.54062 0.04091 -0.009 -0.014 -0.010
C -1.77190 -1.89501 1.38507 -0.102 -0.027 -0.080
N -0.54005 -1.84360 2.13288 0.026 0.013 -0.028
C -0.57684 -1.67048 3.40871 0.078 0.074 0.051
N -1.64812 -1.13632 4.11272 -0.084 -0.070 -0.041
C -2.12925 -1.71799 5.35067 0.013 0.027 0.013
C -2.36852 0.00126 3.60634 0.047 -0.007 0.012
N 0.49634 -2.02494 4.17728 -0.043 -0.082 0.060
C 0.86758 -1.30367 5.38115 0.019 0.032 0.011
C 1.52538 -2.88896 3.64213 0.032 0.010 -0.012
N 3.75815 0.16404 -1.99129 0.004 -0.003 0.030
C 2.92749 0.68546 -3.06454 -0.028 0.022 -0.023
C 4.97035 0.92349 -1.71100 0.013 -0.030 0.003
H 5.65251 -3.02712 -1.13985 -0.004 0.000 0.003
H 5.50915 -1.66052 -2.24875 -0.006 0.015 -0.013
H 6.33286 -1.45761 -0.68859 0.004 0.006 -0.001
H 4.79127 -2.15150 1.33089 0.004 0.000 0.002
H 3.06313 -1.83411 1.12853 -0.004 0.007 0.016
H 3.76288 -3.35205 0.52768 0.000 0.002 0.010
H 2.21960 -3.03745 -1.49493 -0.015 0.002 -0.003
H 1.36025 -2.75170 0.02612 0.015 -0.014 -0.013
H 0.28619 -1.91206 -2.68318 0.007 0.019 0.000
H -0.18187 -3.41063 -1.88342 0.000 0.001 -0.006
H -2.22157 -1.52673 -2.45913 0.008 -0.016 0.010
H -2.56600 -0.56439 -1.01969 0.005 -0.008 0.003
H -0.37706 0.06005 -3.03511 0.022 0.002 -0.013
H -1.96797 0.79981 -2.96246 -0.005 0.020 -0.030
H -0.33819 5.07358 -1.61485 -0.017 -0.001 0.016
H -1.47386 5.47903 -0.30978 0.000 -0.002 0.010
H 0.21410 5.06855 0.05230 0.006 0.004 -0.004
H -1.49715 2.03237 1.01802 0.011 -0.005 -0.085
H 0.03350 2.89235 1.31530 -0.009 -0.004 -0.037
H -1.49731 3.73049 1.52360 -0.038 0.012 -0.029
H -2.83403 4.26449 -2.00973 -0.003 -0.006 0.011
H -1.87830 5.05630 -3.27480 -0.015 0.012 0.004
H -2.98490 3.74222 -3.69406 0.011 0.003 -0.002
H 0.38094 2.16128 -3.63809 0.036 -0.023 0.019
H -1.08265 2.20841 -4.64722 -0.005 -0.004 0.003
H -0.11913 3.67224 -4.39488 0.003 -0.001 -0.002
H -2.41942 -2.89794 -0.42552 0.012 -0.014 -0.006
H -0.86064 -3.41114 0.21750 -0.002 0.000 0.021
H -2.22196 -0.90745 1.18628 0.072 0.068 0.064
H -2.54428 -2.47732 1.90625 0.010 0.010 0.028
H -1.53568 -2.59265 5.60239 -0.005 0.004 -0.006
H -2.07165 -1.00668 6.18013 -0.001 -0.008 0.010
H -3.17137 -2.03469 5.24358 0.000 0.009 -0.001
H -1.77789 0.49399 2.83336 -0.011 -0.011 0.009
H -3.35214 -0.26334 3.18711 0.003 -0.007 0.000
H -2.53365 0.71878 4.41627 -0.003 0.004 -0.001
H 0.85339 -1.95260 6.26019 0.000 -0.006 -0.010
H 1.87949 -0.90492 5.27234 -0.001 0.012 0.000
H 0.19184 -0.46993 5.54930 0.005 -0.005 0.002
H 1.12387 -3.46550 2.81459 -0.004 -0.016 0.004
H 2.38413 -2.30926 3.28487 -0.011 -0.001 -0.013
H 1.87808 -3.56373 4.42432 -0.008 0.014 0.005
H 2.21024 -0.07260 -3.37057 0.007 0.005 0.001
H 2.40091 1.58103 -2.73732 -0.009 0.001 -0.042
H 3.57213 0.92881 -3.90984 0.003 -0.001 -0.010
H 5.32034 0.71097 -0.70366 0.006 -0.012 0.001
H 5.76425 0.70528 -2.42748 -0.002 -0.009 0.000
H 4.73406 1.98649 -1.77276 -0.007 0.011 -0.002
Cl 5.61044 6.00115 1.68524 -0.007 -0.010 -0.010
C 4.57707 4.79538 1.03355 0.013 0.004 0.024
C 4.43769 3.56403 1.66926 -0.004 -0.010 0.008
Cl 5.33249 3.23232 3.09669 -0.004 -0.007 -0.009
C 3.57631 2.60277 1.15170 0.017 0.028 0.024
Cl 3.47207 1.04069 1.90011 0.013 0.005 0.015
C 2.80497 2.82469 -0.00239 -0.015 -0.021 0.006
O 1.97271 1.95335 -0.50127 0.001 0.043 0.025
C 3.01981 4.05559 -0.65551 0.018 0.012 -0.028
Cl 2.23553 4.29519 -2.18077 0.035 -0.017 0.011
C 3.87357 5.02713 -0.14819 -0.019 -0.002 -0.024
Cl 4.06413 6.51760 -0.97753 0.001 -0.007 0.005
C -6.84967 -0.71764 0.70359 -0.019 -0.022 -0.006
S -7.74647 0.56418 1.59044 -0.001 -0.044 -0.012
C -6.79296 1.90237 1.89343 -0.008 0.016 0.027
C -5.36993 2.18021 1.53845 0.032 0.020 0.024
S -4.36070 1.17638 0.77475 -0.027 -0.036 -0.043
S -4.82055 3.75020 2.04886 -0.003 0.002 0.009
C -6.27729 4.31478 2.82235 -0.013 0.011 -0.024
S -6.48354 5.72563 3.53269 0.003 0.017 0.018
S -7.59661 3.12914 2.74609 0.006 0.016 0.002
H -7.61144 -1.48970 0.59390 0.000 -0.004 -0.002
H -6.01466 -1.08811 1.29056 -0.011 0.001 -0.010
H -6.52456 -0.36537 -0.27043 -0.006 -0.008 0.007

Entry 2:
55
Properties=species:S:1:pos:R:3:forces:R:3 method="wB97M-V/def2-TZVPD" total_energy_ev=-271278.6100 orbital_gap_ev=10.1 largest_force_ev_per_a=5.6
C -5.23849 0.56209 -1.37195 -0.588 -1.036 0.394
C -3.91097 1.09300 -1.86733 -1.816 0.709 -0.598
O -3.80860 2.29957 -1.19294 1.303 0.990 -0.121
C -4.98793 2.68051 -0.69721 -2.008 4.955 1.682
O -5.31354 3.80481 -0.24846 2.016 -3.859 -1.503
O -5.84843 1.70342 -0.76676 -0.901 -1.202 -0.296
F -4.07712 1.32035 -3.23137 0.390 0.211 0.303
H -5.21757 -0.22307 -0.60514 0.412 0.148 -0.329
H -5.83828 0.22447 -2.22325 0.053 0.153 0.235
H -3.02365 0.56561 -1.73122 1.233 -1.106 0.252
C -0.87084 -3.31449 -0.77501 1.929 0.941 0.486
C -0.12967 -2.95225 0.56716 -2.221 -0.512 -1.196
O -1.05130 -2.05566 1.14337 0.108 0.027 0.633
C -1.85334 -1.51872 0.18836 -0.023 -0.645 0.759
O -2.62770 -0.63962 0.35426 -0.224 0.725 0.314
O -1.72693 -2.19610 -0.93220 -0.396 -0.559 -1.273
F 0.96698 -2.26771 0.29518 1.782 0.497 -0.273
H -1.38437 -4.24459 -0.64455 -0.643 -0.409 -0.271
H -0.18016 -3.29569 -1.64323 -0.376 -0.369 0.664
H 0.07126 -3.80226 1.22047 0.003 0.294 0.124
C 5.67553 -1.31421 -3.68026 1.144 -1.116 -2.001
C 4.52199 -0.73460 -4.52710 2.287 -0.110 -1.878
O 4.88519 0.62977 -4.60564 -0.363 -0.203 0.330
C 5.87534 0.94693 -3.68917 -0.608 -2.751 -0.981
O 6.23303 2.02688 -3.47573 0.687 1.818 0.642
O 6.38932 -0.22100 -3.18403 -0.220 1.692 0.270
F 3.32985 -0.88857 -3.98194 -1.464 0.038 1.016
H 6.40281 -1.88409 -4.37520 -1.293 0.547 1.181
H 5.35748 -1.90676 -2.84630 -0.331 -0.527 0.226
H 4.46667 -1.16362 -5.57763 0.143 0.612 1.234
C -3.64996 1.81675 2.87517 -0.120 2.391 1.334
C -2.32024 1.31451 3.43318 -1.222 -0.699 -1.307
O -2.62370 0.82204 4.66213 -0.411 0.130 2.253
C -3.74043 1.46140 5.17916 -0.074 0.143 -4.410
O -4.12702 1.48182 6.26256 -0.394 -0.183 2.826
O -4.42586 2.01204 4.10636 0.941 -0.299 0.022
F -1.39224 2.27537 3.51238 0.670 1.067 0.133
H -4.19272 1.14380 2.24355 -0.012 -0.498 -0.363
H -3.53994 2.84031 2.40960 -0.104 -1.237 0.296
H -1.94047 0.50389 2.87815 0.777 -0.839 -0.895
C 2.02970 1.55142 -0.56905 0.988 -0.040 -0.220
C 0.50293 1.47241 -0.56326 1.287 -0.296 2.205
O 0.30379 0.87892 0.72497 0.053 0.211 0.279
C 1.48094 0.26447 1.22714 -1.631 2.138 -3.201
O 1.51490 -0.29962 2.23608 0.420 -1.192 1.840
O 2.43107 0.46802 0.30452 0.461 0.094 0.039
F 0.02026 0.61288 -1.46048 -0.421 -0.723 -1.209
H 2.41302 2.47468 -0.11046 -0.434 -0.099 -0.150
H 2.56504 1.42614 -1.53042 -0.703 -0.130 0.419
H -0.02748 2.41700 -0.63762 -0.032 0.023 0.115
C 4.25618 -2.04643 3.28270 -0.870 0.926 -0.103
Br 3.34367 -2.56238 4.88927 -0.098 0.009 0.130
Br 5.61354 -3.25330 2.84576 0.966 -0.585 -0.216
Br 4.89234 -0.18451 3.43093 -0.241 -0.799 -0.199
H 3.52610 -2.12606 2.47248 0.188 0.532 0.357

Entry 3:
78
Properties=species:S:1:pos:R:3:forces:R:3 method="wB97M-V/def2-TZVPD" total_energy_ev=-40935.6657 orbital_gap_ev=9.8 e_above_lowest_ev=2.355 largest_force_ev_per_a=2.2
C 41.49668 -7.49426 28.50491 0.365 -0.962 0.330
O 41.65858 -6.12324 28.77424 -0.114 0.283 0.369
H 42.30613 -8.11115 28.91650 0.496 0.379 -0.275
H 40.66283 -7.91358 29.07119 -0.520 0.513 -0.426
H 41.42381 -7.68524 27.43572 -0.288 -0.089 0.047
H 42.01984 -5.64340 28.02139 0.005 -0.005 -0.274
C 40.25790 -2.12823 28.83691 0.825 0.268 0.285
O 40.67274 -2.69198 27.60564 -0.164 0.442 -0.346
H 39.20556 -1.85224 28.79737 -0.046 -0.503 -0.023
H 40.54584 -2.80866 29.64140 -0.632 -0.010 0.265
H 40.75957 -1.18336 29.07976 0.251 -0.004 -0.180
H 41.54811 -3.09581 27.68795 -0.122 -0.099 0.123
C 37.04790 -2.71455 30.81517 0.016 -0.218 0.244
O 35.84964 -3.42459 30.56207 0.139 -0.088 -0.641
H 37.68492 -3.19036 31.56560 -0.594 -0.373 -0.278
H 37.68993 -2.63667 29.93887 -0.516 -0.166 -0.352
H 36.85038 -1.69692 31.16164 -0.277 -0.143 -0.293
H 35.45967 -3.71553 31.38872 0.114 0.095 0.098
C 44.30367 -4.38031 27.46270 -0.043 1.048 0.731
O 42.96448 -4.27510 26.99403 0.098 -0.256 0.083
H 45.02236 -3.99309 26.74111 0.047 -0.474 -0.197
H 44.40841 -3.72886 28.33860 0.068 0.036 0.078
H 44.53869 -5.37062 27.84788 -0.068 -0.210 -0.527
H 42.92767 -3.75534 26.16861 -0.125 -0.456 -0.060
C 38.66778 -1.45094 32.61503 0.267 0.569 1.228
O 38.75606 -0.19224 31.98511 0.103 -0.250 -0.065
H 39.21472 -2.24967 32.10612 0.075 0.155 -0.101
H 39.10184 -1.34499 33.61000 0.178 0.082 -0.031
H 37.62830 -1.75837 32.76509 0.477 0.188 0.321
H 38.36955 -0.24599 31.09757 -0.036 0.208 -0.020
C 38.34830 -5.05768 28.53245 -0.111 0.008 1.328
O 38.41738 -5.94339 27.44589 0.351 -0.335 -0.861
H 39.35283 -4.76681 28.83934 0.046 0.040 -0.547
H 37.73249 -4.17421 28.35712 0.034 -0.016 -0.250
H 37.95957 -5.56842 29.42018 -0.274 0.018 -0.067
H 37.55894 -6.33315 27.26024 -0.130 0.096 0.297
C 39.95604 -4.46491 24.83089 0.725 -0.018 -0.013
O 38.70464 -5.10213 24.65602 0.365 0.215 0.007
H 40.78757 -5.17909 24.81536 -0.042 -0.200 0.150
H 40.20475 -3.78612 24.01207 -0.604 0.067 -0.196
H 40.02201 -3.90051 25.76306 -0.123 -0.003 -0.016
H 38.59393 -5.56426 25.49852 -0.282 0.024 0.045
C 43.92081 0.00517 29.49271 0.248 -1.109 -0.829
O 43.75328 -1.27346 30.08038 -0.572 -0.157 0.774
H 43.97333 0.72515 30.30358 0.288 0.072 -0.168
H 44.81604 -0.10546 28.87207 0.255 0.987 0.201
H 43.10960 0.26567 28.80602 -0.197 0.029 0.211
H 43.73628 -1.96458 29.41628 -0.013 0.096 -0.188
C 36.63224 0.54340 28.68520 -0.523 -0.151 0.148
O 37.82926 0.35752 29.39746 0.621 -0.004 -0.081
H 35.97925 -0.29760 28.92214 -0.049 0.057 -0.054
H 36.15012 1.46674 29.01942 -0.161 -0.017 -0.242
H 36.79735 0.55557 27.60478 -0.051 0.105 0.014
H 38.40642 1.09782 29.14321 0.106 -0.131 0.189
C 38.73473 -0.95650 25.53838 -0.932 1.898 -0.767
O 37.86792 -0.79714 24.38323 0.598 -0.801 0.436
H 38.45943 -0.07346 26.12002 0.045 -0.288 0.478
H 38.56552 -1.86197 26.11367 0.266 -0.165 -0.199
H 39.75528 -0.73407 25.22452 0.292 -0.722 0.197
H 38.10324 -1.51931 23.79065 -0.270 0.033 -0.117
C 42.63556 -4.41334 31.63871 0.257 0.395 -0.138
O 42.10344 -5.70139 31.45444 0.170 0.010 0.030
H 43.43056 -4.19329 30.91584 -0.052 0.031 -0.156
H 41.86561 -3.64043 31.54845 0.017 0.096 0.027
H 43.11886 -4.29519 32.60929 -0.255 -0.305 0.151
H 41.99077 -5.79961 30.49151 -0.148 -0.182 0.185
C 43.00611 -1.47731 25.32916 -0.391 1.082 0.758
O 42.68846 -2.73729 24.78953 0.483 -0.147 -0.061
H 42.06608 -0.94284 25.49843 0.201 0.434 -0.344
H 43.41414 -1.51858 26.34246 0.190 -0.713 -0.112
H 43.73411 -0.92720 24.72917 -0.235 0.058 -0.157
H 42.17379 -2.54769 24.00108 -0.109 -0.448 -0.050
C 40.72743 1.57977 27.77677 -0.386 0.797 0.185
O 39.54263 2.22507 28.29939 0.702 -0.137 -0.150
H 40.54175 0.51063 27.81016 0.050 0.013 -0.359
H 40.90419 2.00096 26.78640 0.034 -0.619 -0.285
H 41.61720 1.81209 28.36457 -0.141 -0.019 0.287
H 39.64327 3.15845 28.09501 -0.270 0.066 0.202

Entry 4:
14
Properties=species:S:1:pos:R:3:forces:R:3 method="wB97M-V/def2-TZVPD" total_energy_ev=-7357.5230 orbital_gap_ev="10.5 / 7.2" e_above_lowest_ev=4.732 largest_force_ev_per_a=1.4
C -1.64403 0.50989 -0.00517 -0.141 -0.048 0.026
C -0.37598 -0.25628 -0.08278 0.056 0.112 -0.062
C 0.84322 0.11371 -0.61350 0.146 -0.253 0.155
C 1.73301 -0.92667 -0.38784 0.748 0.990 -0.736
O 1.17628 -1.96108 0.24044 -0.446 -0.734 0.486
C -0.20556 -1.63710 0.46294 -0.167 -0.138 0.081
H -2.42537 0.07379 -0.64417 0.072 0.078 0.079
H -1.49315 1.54759 -0.31155 -0.046 -0.110 0.018
H -2.03927 0.50822 1.01961 0.015 0.050 -0.124
H 1.08329 1.04837 -1.10345 -0.012 -0.110 0.079
H 1.81255 6.21393 0.67916 0.000 -0.002 0.000
H 2.78297 -1.03025 -0.62820 -0.178 0.073 0.006
H -0.41029 -1.72124 1.53999 -0.024 0.020 -0.074
H -0.81253 -2.39623 -0.05404 -0.022 0.071 0.065

Entry 5:
9
Properties=species:S:1:pos:R:3:forces:R:3 method="wB97M-V/def2-TZVPD" total_energy_ev=-6250.9267 orbital_gap_ev="8.3 / 7.6" e_above_lowest_ev=4.389 largest_force_ev_per_a=4.8 spin_multiplicity=3
C -0.54223 1.60030 1.62424 -0.444 0.062 0.841
C -0.44004 0.60184 0.84954 0.240 -1.636 -2.129
C -0.76001 -0.72312 0.04807 1.242 0.540 1.028
C 0.19086 0.29148 -0.50155 -1.851 4.088 -1.777
O 1.56597 0.14228 -0.62279 1.007 -0.934 -0.113
H -0.06665 -1.49668 0.33040 -0.254 -0.702 0.791
H -1.70648 -1.12674 -0.29767 -0.038 0.643 -0.231
H -0.34339 1.22870 -1.36262 2.198 -3.327 2.433
H 2.10197 -0.51804 -0.06762 -2.099 1.267 -0.843

Entry 6:
23
Properties=species:S:1:pos:R:3:forces:R:3 method="wB97M-V/def2-TZVPD" total_energy_ev=-38367.8288 orbital_gap_ev=9.2 largest_force_ev_per_a=3.6
C -1.15920 -1.60042 -1.14908 -1.379 -0.434 -1.638
C 1.72010 2.29390 -2.71356 0.651 -1.921 -1.131
C -0.11157 -1.05565 3.34013 -2.263 -2.505 1.244
C -1.23371 0.68369 1.08808 -0.493 -2.042 -0.151
O 0.02532 0.61827 -1.52754 -1.966 -0.630 0.577
O 1.18864 2.37801 -0.09628 -0.122 1.596 1.805
O 1.13169 -0.65789 1.12409 0.586 -0.100 -1.406
P -1.22161 0.08288 -0.51657 2.274 0.386 0.486
P 1.34140 1.41500 -1.15534 0.230 1.021 -1.219
P 0.12581 0.00519 1.98425 -0.599 -0.693 -1.241
H -2.17324 -2.07300 -1.31849 0.538 1.232 -0.303
H -0.60576 -1.49017 -2.17706 -0.705 -1.035 2.330
H -0.91258 -2.27055 -0.34150 1.637 -0.225 -0.107
H 1.21412 1.81974 -3.59285 0.597 0.136 0.678
H 1.20448 3.20392 -2.55715 -0.242 1.247 0.191
H 2.80903 2.45250 -2.95949 -1.189 -0.150 0.530
H 0.71897 -1.08439 3.98651 1.635 0.362 0.367
H -0.89616 -0.80025 4.04970 -0.512 0.283 -0.217
H -0.26229 -2.13215 3.09119 -0.100 0.783 -0.270
H -2.23067 0.64768 1.58880 0.664 0.444 -0.673
H -2.21305 0.68581 -1.13513 -1.926 0.792 -1.028
H 2.13909 0.40949 -0.79618 1.405 -1.219 -0.158
H 0.51994 1.01512 2.69821 1.278 2.674 1.333